(1)
C49H46O5P2SSbSn | the ωB97M-V functional and the def2-TZVPD basis

Output
Charge = +1
HOMO = -10.02 eV
Energy relative to the best compared isomer or geometry (same formula, charge and spin) = 31.43 kJ/mol
2S+1 = 1

Element x y z (Å)
Sn -0.016 -0.473 0.856
O -0.088 2.328 4.461
C -0.096 1.751 3.276
O -0.113 0.547 3.115
C -0.063 2.730 2.134
O -0.597 2.088 1.000
C -0.123 2.636 -0.225
C 1.224 2.035 -0.627
O 1.980 2.647 -1.346
O 1.449 0.843 -0.142
H -0.120 1.652 5.156
H 0.987 3.015 1.986
H -0.638 3.620 2.398
H -0.037 3.722 -0.179
H -0.854 2.362 -0.988
C -2.856 -3.066 -1.346
C -3.175 -2.866 0.147
P -3.894 -1.187 0.473
C -5.684 -1.601 0.422
C -6.395 -1.263 -0.727
C -7.746 -1.566 -0.836
C -8.401 -2.200 0.208
C -7.699 -2.543 1.356
C -6.349 -2.248 1.464
C -3.636 -0.964 2.276
C -3.828 0.329 2.767
C -3.686 0.607 4.118
C -3.340 -0.409 5.001
C -3.130 -1.694 4.524
C -3.275 -1.970 3.171
C -1.575 -2.399 -1.865
P -1.463 -0.545 -1.932
C -0.077 -0.328 -3.122
C 0.109 0.972 -3.594
C 1.087 1.257 -4.531
C 1.873 0.232 -5.038
C 1.704 -1.060 -4.569
C 0.759 -1.337 -3.589
C -2.827 -0.125 -3.090
C -2.968 -0.801 -4.301
C -4.016 -0.495 -5.154
C -4.918 0.507 -4.819
C -4.759 1.215 -3.637
C -3.717 0.896 -2.775
H -3.705 -2.747 -1.958
H -2.727 -4.137 -1.512
H -2.264 -2.994 0.738
H -3.895 -3.624 0.458
H -5.889 -0.758 -1.543
H -8.288 -1.302 -1.736
H -9.458 -2.421 0.133
H -8.208 -3.044 2.170
H -5.816 -2.517 2.367
H -4.126 1.117 2.082
H -3.853 1.611 4.489
H -3.249 -0.199 6.060
H -2.869 -2.491 5.210
H -3.137 -2.987 2.823
H -1.382 -2.755 -2.877
H -0.742 -2.745 -1.237
H -0.537 1.768 -3.239
H 1.229 2.274 -4.873
H 2.619 0.439 -5.795
H 2.304 -1.868 -4.969
H 0.685 -2.347 -3.205
H -2.247 -1.558 -4.589
H -4.128 -1.033 -6.087
H -5.739 0.744 -5.483
H -5.451 2.006 -3.378
H -3.598 1.440 -1.845
S 2.244 -1.454 1.627
Sb 3.809 0.163 0.972
C 4.367 -0.119 -1.044
C 4.422 -1.444 -1.457
C 4.984 -1.746 -2.688
C 5.484 -0.729 -3.491
C 5.404 0.593 -3.079
C 4.843 0.907 -1.849
C 5.548 -0.458 2.016
C 5.530 -1.479 2.957
C 6.676 -1.753 3.692
C 7.830 -1.011 3.485
C 7.851 0.003 2.536
C 6.709 0.281 1.801
C 3.643 2.088 1.851
C 3.216 2.103 3.174
C 3.099 3.315 3.841
C 3.412 4.499 3.184
C 3.857 4.472 1.870
C 3.977 3.264 1.195
H 4.046 -2.236 -0.819
H 5.050 -2.777 -3.009
H 5.930 -0.967 -4.448
H 5.794 1.384 -3.706
H 4.776 1.940 -1.532
H 4.626 -2.057 3.112
H 6.663 -2.536 4.439
H 8.721 -1.225 4.062
H 8.749 0.586 2.381
H 6.726 1.072 1.057
H 2.983 1.175 3.688
H 2.772 3.334 4.873
H 3.307 5.445 3.699
H 4.105 5.394 1.361
H 4.306 3.259 0.165

(2)
C13H21NO8S | the ωB97M-V functional and the def2-TZVPD basis

Output
Charge = -2
HOMO = 0.22 eV
2S+1 = 1

Element x y z (Å)
C -2.689 1.385 -3.681
O -1.860 0.332 -3.240
C -2.575 -0.872 -3.108
C -1.653 -2.107 -3.038
C -0.368 -1.888 -2.198
C -0.590 -2.110 -0.654
C 0.490 -1.218 0.073
C 0.978 -1.827 1.406
C 0.079 -1.473 2.611
C -0.448 -0.022 2.535
C 0.598 1.036 2.836
C 0.381 2.336 2.678
N -0.814 2.925 2.189
C 1.637 3.059 3.123
O 1.902 4.199 3.093
O 2.509 2.149 3.674
C 2.021 0.890 3.339
O 2.648 -0.064 3.430
H -2.339 2.371 -3.344
H -3.706 1.234 -3.265
H -2.738 1.390 -4.790
H -3.231 -0.887 -2.209
H -3.197 -0.988 -4.026
H -2.164 -3.014 -2.669
H -1.321 -2.336 -4.073
H 0.478 -2.528 -2.497
H 0.004 -0.852 -2.283
H -0.310 -3.152 -0.410
H -1.620 -1.855 -0.346
H 1.359 -1.221 -0.612
H 0.175 -0.168 0.142
H 2.032 -1.543 1.557
H 0.957 -2.931 1.277
H 0.610 -1.612 3.571
H -0.793 -2.157 2.654
H -0.970 0.165 1.586
H -1.235 0.088 3.313
H -0.650 3.054 1.184
H -0.886 3.872 2.561
O 2.153 1.765 0.061
S 3.468 1.271 -0.481
O 3.312 0.941 -1.925
O 3.866 0.043 0.268
O 4.501 2.324 -0.310